Entry 1:
Density functional theory data (the ωB97M-V functional and the def2-TZVPD basis) for an isolated ion of composition C4H9INO and charge +1 in a non-equilibrium geometry.

The geometry in XYZ format:
```
16
Properties=species:S:1:pos:R:3:forces:R:3
C 0.24884 0.83558 -1.87373 3.72 -1.65 -0.58
C 0.59585 0.72642 -0.43221 3.20 -2.28 -0.17
C 0.03672 -0.46722 0.32667 -0.38 -0.03 -1.14
N 0.40228 -0.44334 1.74725 -0.75 -2.20 0.76
I 0.47654 -2.46161 -0.54596 -0.19 1.03 0.40
C -1.51372 -0.41371 0.39276 2.58 -1.03 1.42
O -1.95674 -0.32659 1.50522 -1.03 0.58 1.22
H 0.63470 -0.14381 -2.32825 -0.73 1.53 0.03
H 0.89553 1.66662 -2.22553 -0.87 -0.48 -0.36
H -0.75296 0.95311 -2.04641 -2.47 0.54 -0.75
H 0.32608 1.60830 0.05394 -0.34 1.54 1.29
H 1.75908 0.57945 -0.41233 -1.98 0.57 0.33
H 1.01265 0.29011 2.08237 0.23 0.17 -0.23
H 0.71727 -1.40857 2.08025 -0.35 1.82 -0.40
H -0.74918 -0.30388 2.04126 1.01 0.06 1.00
H -2.13293 -0.69084 -0.36528 -1.65 -0.15 -2.82
```
Positions in Å, forces in eV/Å.

Summary:
orbital gap = 9.4 eV
molar mass = 214.0 Da
SMILES = CC[C@]([NH3+])(I)C=O
net charge = +1

Here is what Mulliken gives for the atomic charges, in e:
1 C -1.208
2 C -0.665
3 C -0.079
4 N -0.336
5 I 0.332
6 C -0.116
7 O -0.406
8 H 0.296
9 H 0.332
10 H 0.413
11 H 0.479
12 H 0.317
13 H 0.297
14 H 0.391
15 H 0.418
16 H 0.534

Entry 2:
Density functional theory data (the ωB97M-V functional and the def2-TZVPD basis) for C28H38BN10PtSe as an isolated structure.

The geometry in XYZ format:
```
79
Properties=species:S:1:pos:R:3:forces:R:3
Pt -0.60193 0.47596 -0.08305 -0.20 -0.20 -0.51
C -2.35329 2.01506 2.58931 0.03 -0.05 -0.14
C -2.81132 0.70785 2.03534 0.18 -0.10 0.05
C -3.95105 -0.00941 2.38091 -0.03 -0.04 0.02
C -3.95110 -1.13780 1.58029 -0.09 -0.05 -0.07
C -4.92263 -2.26871 1.55551 0.03 0.03 0.00
N -2.87197 -1.08120 0.78550 0.03 -0.24 0.05
N -2.15064 0.02164 1.09594 -0.26 0.47 -0.03
B -2.39531 -2.13046 -0.24576 0.14 0.11 -0.18
N -1.17922 -2.87423 0.32296 -0.17 0.05 0.26
N -0.65842 -2.43839 1.51020 0.00 -0.02 -0.11
C 0.11891 -3.40287 1.95627 0.14 -0.06 0.07
C 0.86420 -3.24657 3.24255 -0.01 -0.03 -0.01
C 0.10863 -4.50187 1.07234 0.07 0.07 0.04
C -0.73807 -4.13230 0.05862 -0.01 0.06 -0.13
C -1.13823 -4.91538 -1.14391 0.02 0.00 0.04
N -2.16455 -1.33740 -1.62035 -0.31 -0.15 -0.14
N -1.96201 0.01280 -1.59557 0.57 -0.11 0.30
C -2.38838 0.52750 -2.74499 -0.30 0.26 0.11
C -2.54582 2.00140 -2.94953 0.14 -0.02 -0.07
C -2.85955 -0.50013 -3.55402 0.05 -0.01 0.04
C -2.71747 -1.65812 -2.80889 -0.04 0.07 -0.11
C -3.14331 -3.02391 -3.22345 -0.01 0.03 0.03
H -3.11190 2.41071 3.26073 -0.01 0.02 -0.01
H -2.18307 2.73998 1.79074 0.00 0.00 0.01
H -1.42459 1.89431 3.14396 0.04 0.02 0.03
H -4.68271 0.25733 3.12260 -0.02 0.01 0.02
H -5.73189 -2.06826 2.25377 0.00 0.01 0.01
H -4.43720 -3.20054 1.84551 0.00 -0.01 -0.01
H -5.34607 -2.40671 0.56174 -0.01 0.00 0.00
H -3.30735 -2.87032 -0.48092 0.09 -0.12 0.05
H 0.61054 -2.29402 3.70404 0.00 -0.01 0.01
H 1.94408 -3.28188 3.08118 0.00 0.01 -0.01
H 0.61589 -4.04512 3.94264 -0.01 -0.01 -0.01
H 0.63349 -5.43770 1.16184 0.02 -0.03 0.02
H -0.71284 -5.91482 -1.08166 -0.01 -0.01 0.00
H -0.76798 -4.45458 -2.06007 0.01 0.01 -0.02
H -2.22118 -5.01166 -1.21974 -0.04 0.02 -0.01
H -2.29445 2.55305 -2.04097 0.03 -0.01 0.02
H -3.58892 2.21814 -3.17676 0.00 0.03 0.02
H -1.96197 2.38236 -3.79164 0.00 -0.02 -0.01
H -3.30874 -0.41089 -4.52722 -0.01 -0.01 -0.05
H -3.62731 -2.95992 -4.19559 -0.01 -0.01 0.00
H -3.84401 -3.45807 -2.51252 -0.01 -0.01 0.02
H -2.29567 -3.69909 -3.31111 0.00 0.00 -0.01
C 1.34260 2.47713 -4.75514 0.01 -0.04 0.02
C 1.49006 1.67455 -3.50811 -0.02 0.08 -0.06
C 2.50238 0.86522 -3.04751 0.01 0.00 0.02
C 2.07947 0.37142 -1.80564 -0.01 -0.06 0.06
N 0.86941 0.85848 -1.51789 -0.02 -0.05 0.27
N 0.53161 1.63503 -2.57156 -0.12 0.26 0.10
C 2.83494 -0.56659 -0.93033 0.02 -0.01 -0.13
H 2.29733 2.54072 -5.27015 0.01 0.00 -0.01
H 1.00616 3.49069 -4.53658 -0.01 0.01 0.00
H 0.62384 2.01450 -5.43236 -0.01 0.00 -0.01
H 3.43346 0.64637 -3.53829 0.03 0.00 -0.03
H -0.33557 2.15077 -2.55384 0.16 -0.13 0.02
H 3.87210 -0.60856 -1.25901 -0.02 -0.05 -0.06
H 2.41523 -1.57181 -0.96413 -0.06 -0.01 0.02
H 2.81796 -0.23139 0.09641 -0.06 -0.05 0.16
C 1.25030 3.59663 1.50460 0.06 -0.01 0.01
N 2.33860 2.69533 1.84581 -0.02 0.14 -0.17
C 2.23376 1.36986 1.98893 -0.15 0.04 0.15
Se 0.72530 0.24057 1.94418 0.30 -0.07 0.04
N 3.44071 0.90189 2.36162 -0.06 0.07 0.04
C 4.35041 1.94910 2.47793 -0.02 -0.10 0.01
C 5.69114 1.99250 2.83093 -0.03 0.02 -0.01
C 6.29050 3.23832 2.82648 -0.04 0.05 -0.02
C 5.57867 4.39608 2.48213 0.07 -0.05 0.02
C 4.24316 4.34744 2.13071 -0.03 0.01 -0.01
C 3.64469 3.09620 2.13886 -0.07 -0.01 -0.07
H 0.36380 2.99999 1.30622 -0.01 0.00 0.00
H 1.51194 4.16936 0.61624 0.01 0.00 -0.01
H 1.06100 4.27424 2.33645 0.01 0.00 -0.01
H 3.59571 -0.07434 2.55927 0.04 0.03 -0.01
H 6.23984 1.10114 3.09869 0.01 -0.02 0.00
H 7.33324 3.32308 3.09694 0.02 0.00 0.00
H 6.08822 5.34914 2.49258 0.01 0.01 0.01
H 3.69445 5.24116 1.86879 -0.01 0.01 0.00
```
Positions in Å, forces in eV/Å.

Summary:
orbital gap = 8.1 eV
molar mass = 799.5 Da
net charge = +1

Here is what Mulliken gives for the atomic charges, in e:
1 Pt -0.020
2 C -1.328
3 C 0.815
4 C -1.377
5 C 0.528
6 C -1.436
7 N 0.776
8 N 0.389
9 B -1.329
10 N 1.827
11 N -0.619
12 C 0.550
13 C -1.406
14 C -1.294
15 C 0.673
16 C -1.248
17 N 1.394
18 N -0.360
19 C 0.736
20 C -1.977
21 C -1.287
22 C 0.631
23 C -1.324
24 H 0.406
25 H 0.217
26 H 0.216
27 H 0.502
28 H 0.394
29 H 0.274
30 H 0.273
31 H -0.135
32 H 0.261
33 H 0.239
34 H 0.379
35 H 0.483
36 H 0.400
37 H 0.185
38 H 0.291
39 H 0.338
40 H 0.431
41 H 0.397
42 H 0.497
43 H 0.395
44 H 0.282
45 H 0.151
46 C -1.361
47 C 0.708
48 C -1.245
49 C 0.562
50 N 0.225
51 N 0.389
52 C -0.588
53 H 0.377
54 H 0.340
55 H 0.285
56 H 0.477
57 H 0.178
58 H 0.373
59 H 0.189
60 H -0.175
61 C -0.702
62 N 0.477
63 C -0.462
64 Se -0.261
65 N 0.106
66 C 0.393
67 C -0.839
68 C -0.507
69 C -0.678
70 C -0.742
71 C 0.758
72 H -0.105
73 H 0.330
74 H 0.385
75 H 0.228
76 H 0.435
77 H 0.409
78 H 0.405
79 H 0.445

Entry 3:
Density functional theory data (the ωB97M-V functional and the def2-TZVPD basis) for the molecule C27H31N3O5 in a non-equilibrium geometry.

The geometry in XYZ format:
```
66
Properties=species:S:1:pos:R:3:forces:R:3
O 0.22091 -3.91913 0.81384 0.21 -0.37 0.13
C -0.17376 -2.81429 0.49096 0.32 0.44 0.05
N -1.39089 -2.53298 0.02297 -0.50 0.17 -0.18
C -2.45384 -3.49904 -0.11756 -0.01 -0.48 0.07
C -3.07201 -3.41099 -1.51562 0.07 -0.06 0.03
C -4.04535 -2.22425 -1.44234 -0.08 0.04 -0.12
C -4.30847 -1.97555 0.05565 -0.13 0.01 0.09
C -3.63186 -3.13576 0.79026 0.10 0.00 0.00
C 0.72687 -1.56680 0.63737 -0.05 -0.19 -0.18
C 0.87540 -0.74901 -0.62318 0.23 0.08 -0.10
C 1.35325 0.55254 -0.56201 -0.02 -0.27 -0.03
C 1.51526 1.31337 -1.70203 0.04 0.13 -0.14
C 1.22219 0.79232 -2.96594 0.05 -0.28 0.28
N 1.42109 1.50053 -4.14432 0.21 0.11 -0.30
C 2.02147 2.81901 -4.12738 -0.19 0.29 0.10
C 0.95730 3.90908 -3.94536 0.33 -0.07 0.11
O -0.01154 3.82816 -4.96931 0.02 0.08 -0.10
C -0.61774 2.55463 -4.99319 -0.01 -0.37 -0.13
C 0.42092 1.44082 -5.19425 -0.38 0.24 -0.04
C 0.79325 -0.53900 -3.02162 -0.05 0.10 -0.10
C 0.62047 -1.28805 -1.87763 0.09 0.07 0.18
N 0.25253 -0.77061 1.77380 0.05 -0.08 -0.13
C 0.94875 -1.04215 3.02027 0.21 0.31 0.37
C 2.30094 -0.40396 3.02807 0.34 -0.92 0.00
C 3.55012 -0.93830 2.90383 -0.65 0.13 0.12
C 4.45199 0.15385 2.92008 -0.14 0.56 0.03
C 3.68271 1.26770 3.04373 0.89 -0.22 -0.10
O 2.38204 0.94209 3.10825 -0.50 0.15 0.02
C -0.76480 0.10339 1.61139 0.00 -0.19 -0.08
O -1.42465 0.14739 0.57285 -0.09 0.25 0.23
C -1.11828 1.05363 2.67644 -1.12 0.71 -0.27
C -2.21121 1.88859 2.65323 0.61 -0.62 -0.12
C -2.13790 2.67568 3.81890 0.43 -0.07 0.35
C -1.00729 2.27434 4.46621 -0.63 0.52 0.08
O -0.38981 1.29995 3.79086 0.37 -0.24 0.00
H -1.61868 -1.55437 -0.13662 0.22 -0.05 0.08
H -2.02675 -4.48034 0.10384 -0.07 0.13 -0.04
H -2.31185 -3.27553 -2.28317 0.04 -0.09 -0.04
H -3.60904 -4.33615 -1.72579 0.00 -0.04 -0.02
H -4.96793 -2.44787 -1.97702 0.01 0.07 -0.06
H -3.60482 -1.33892 -1.89939 -0.04 0.05 -0.07
H -5.37306 -1.92589 0.28001 -0.01 0.09 0.04
H -3.85742 -1.03167 0.36223 -0.04 0.06 0.04
H -3.30654 -2.86244 1.79314 0.01 -0.08 0.07
H -4.30426 -3.99106 0.86410 -0.03 -0.06 0.02
H 1.72164 -1.93528 0.91827 -0.27 -0.01 0.01
H 1.58808 0.99689 0.39485 0.01 0.05 0.13
H 1.86535 2.32732 -1.58835 0.00 0.09 -0.03
H 2.78664 2.87886 -3.35515 0.03 0.01 -0.03
H 2.50346 2.96501 -5.10112 0.02 0.05 0.10
H 1.39639 4.90534 -4.02097 0.01 -0.05 0.08
H 0.47042 3.79648 -2.96442 0.05 0.04 -0.06
H -1.33233 2.57528 -5.81767 -0.02 -0.06 0.07
H -1.15507 2.37688 -4.04769 0.01 0.01 -0.08
H -0.08171 0.47657 -5.19922 0.04 0.01 -0.06
H 0.92578 1.58548 -6.15550 -0.09 -0.06 0.01
H 0.60972 -1.00602 -3.97705 0.02 -0.03 -0.09
H 0.29891 -2.31485 -1.96589 -0.05 -0.08 -0.05
H 1.06660 -2.12611 3.11325 0.01 0.14 0.02
H 0.35548 -0.68281 3.86011 0.09 -0.22 -0.11
H 3.79743 -1.97692 2.82105 -0.04 -0.26 -0.02
H 5.51886 0.10974 2.84678 0.23 0.08 -0.01
H 3.93033 2.30942 3.09555 -0.07 0.16 0.02
H -2.95768 1.91743 1.88707 -0.10 -0.05 -0.20
H -2.82490 3.43464 4.13137 -0.10 0.17 0.13
H -0.55417 2.59482 5.38401 0.14 -0.04 0.10
```
Positions in Å, forces in eV/Å.

Summary:
orbital gap = 8.1 eV
molar mass = 477.6 Da
SMILES = O=C(NC1CCCC1)[C@@H](c1ccc(N2CCOCC2)cc1)N(Cc1ccco1)C(=O)c1ccco1

Here is what Mulliken gives for the atomic charges, in e:
1 O -0.748
2 C -0.301
3 N 0.234
4 C -0.462
5 C -0.907
6 C -0.724
7 C -0.407
8 C -0.894
9 C 0.852
10 C -0.802
11 C -0.983
12 C -0.830
13 C 1.594
14 N -0.109
15 C -0.945
16 C -0.376
17 O -0.425
18 C -0.563
19 C -0.678
20 C -0.494
21 C -1.022
22 N 0.432
23 C -1.036
24 C 0.449
25 C -0.673
26 C -0.399
27 C -0.708
28 O -0.168
29 C 1.044
30 O -0.812
31 C -0.011
32 C -0.570
33 C -0.564
34 C -0.614
35 O -0.259
36 H 0.103
37 H 0.650
38 H 0.316
39 H 0.410
40 H 0.419
41 H 0.248
42 H 0.471
43 H 0.000
44 H 0.375
45 H 0.386
46 H 0.713
47 H 0.374
48 H 0.304
49 H 0.471
50 H 0.378
51 H 0.359
52 H 0.323
53 H 0.399
54 H 0.292
55 H 0.339
56 H 0.318
57 H 0.506
58 H 0.568
59 H 0.430
60 H 0.661
61 H 0.554
62 H 0.463
63 H 0.475
64 H 0.596
65 H 0.495
66 H 0.485

Entry 4:
Density functional theory data (the ωB97M-V functional and the def2-TZVPD basis) for the molecule C3H4N4O in a non-equilibrium geometry.

The geometry in XYZ format:
```
12
Properties=species:S:1:pos:R:3:forces:R:3
N -2.56247 -0.73171 -0.22538 2.84 -3.95 -0.29
N -2.20037 0.46430 0.02890 -0.12 2.44 -0.21
C -1.04118 1.01965 0.10306 -2.16 -1.25 0.87
C 0.26756 0.48342 0.23704 -1.30 -3.12 -1.61
C 1.40809 1.03916 -0.12406 5.09 1.77 0.16
O 2.30658 0.03323 -0.17226 2.24 -0.46 -0.43
N 1.76882 -1.22739 0.02791 -4.92 3.92 0.42
N 0.47056 -0.93724 0.22460 2.74 -0.24 0.19
H -3.46273 -1.02729 -0.07375 -2.77 0.47 0.34
H -1.98482 -1.58625 -0.10520 0.51 1.18 -0.07
H -1.20584 2.04356 0.11839 0.53 1.99 0.32
H 2.05804 2.07504 -0.24982 -2.67 -2.74 0.32
```
Positions in Å, forces in eV/Å.

Summary:
orbital gap = 9.0 eV
molar mass = 112.1 Da
SMILES = N/N=C\c1conn1

Here is what Mulliken gives for the atomic charges, in e:
1 N -0.306
2 N -0.382
3 C -0.402
4 C 0.289
5 C 0.156
6 O -0.099
7 N -0.216
8 N -0.170
9 H 0.219
10 H 0.224
11 H 0.381
12 H 0.307

Respective LUMO energy values: -4.98 -2.27 0.65 0.55 eV.
Respective highest occupied orbital energy values: -14.3823 -10.3219 -7.4620 -8.4645 eV.
Respective energy relative to the best compared isomer or geometry (same formula, charge and spin) values: 22.7 18.9 76.3 116.3 kcal/mol.